The following is a DFT calculation (ωB97M-V/def2-TZVPD) of a molecular structure, C26H14BrI2N2OSr.

Properties
Gap between HOMO and LUMO in eV: 7.218
Relative energy (zero: lowest compared OMol25 entry of this formula, charge and spin) in kJ/mol: 0.0
Multiplicity: 1
Net charge: -1
E_tot in hartree: -4384.15611
Largest force on an atom in hartree/bohr: 0.005

Each line ends with the Löwdin charge.
Positions of all 47 atoms, in Å:
Sr -0.53 -0.38 -0.09  1.36
I 4.13 2.06 1.47  0.86
C 4.00 0.87 -0.24  -0.65
C 5.13 0.68 -1.04  -0.25
C 5.07 -0.09 -2.17  -0.68
I 6.82 -0.32 -3.31  0.85
C 3.85 -0.71 -2.55  -0.22
C 3.68 -1.53 -3.69  -0.06
C 2.46 -2.08 -3.96  -0.05
C 1.39 -1.82 -3.09  -0.12
N 1.51 -1.07 -2.02  0.07
C 2.71 -0.51 -1.73  -0.15
C 2.76 0.30 -0.53  -0.49
O 1.71 0.46 0.19  -0.37
H 6.06 1.16 -0.76  0.07
H 4.52 -1.71 -4.34  0.05
H 2.31 -2.71 -4.83  0.10
H 0.40 -2.24 -3.28  0.09
Br -0.22 1.89 2.28  0.76
C -1.98 1.90 3.01  -0.60
C -2.20 2.78 4.04  -0.16
C -3.48 2.84 4.63  -0.10
C -4.47 2.02 4.18  -0.06
C -4.24 1.11 3.12  -0.19
C -5.29 0.27 2.66  -0.07
C -5.06 -0.60 1.64  -0.11
C -3.78 -0.66 1.03  -0.18
C -2.71 0.12 1.41  -0.23
C -2.97 1.02 2.49  -0.27
H -1.40 3.42 4.38  0.09
H -3.66 3.54 5.44  0.09
H -5.46 2.06 4.63  0.10
H -6.26 0.33 3.14  0.10
H -5.86 -1.24 1.29  0.09
H -3.66 -1.37 0.20  0.05
N -3.11 -5.61 -5.78  0.12
C -2.83 -4.88 -4.94  -0.21
C -2.47 -3.97 -3.88  -0.27
C -1.89 -4.44 -2.71  -0.07
C -1.54 -3.54 -1.71  -0.18
C -1.72 -2.15 -1.80  -0.26
C -2.33 -1.73 -3.01  -0.18
C -2.70 -2.60 -4.03  -0.07
H -1.72 -5.50 -2.59  0.10
H -1.08 -3.96 -0.82  0.07
H -2.53 -0.68 -3.17  0.07
H -3.16 -2.23 -4.94  0.10



The following is a DFT calculation (ωB97M-V/def2-TZVPD) of a molecular structure, C26H14Cl2N9O2SeSr at a distorted geometry.

Properties
Gap between HOMO and LUMO in eV: 5.709
Relative energy (zero: lowest compared OMol25 entry of this formula, charge and spin) in kJ/mol: 25.1
Multiplicity: 1
Net charge: -1
E_tot in hartree: -4995.25015
Largest force on an atom in hartree/bohr: 0.043

Each line ends with the Löwdin charge.
Positions of all 55 atoms, in Å:
Sr -0.96 0.15 0.08  1.36
Cl 3.20 -4.58 3.62  0.63
C 1.96 -3.41 3.31  -0.69
C 1.71 -3.02 2.00  -0.05
C 0.72 -2.09 1.66  -0.26
N 0.45 -1.74 0.34  -0.08
C 1.35 -1.91 -0.63  -0.52
O 2.50 -2.37 -0.58  -0.01
C 0.90 -1.49 -2.03  -0.20
C 1.64 -1.96 -3.11  0.00
C 1.27 -1.62 -4.39  -0.06
C 0.17 -0.80 -4.57  -0.06
C -0.51 -0.36 -3.45  -0.14
N -0.15 -0.68 -2.21  0.01
C -0.01 -1.48 2.73  -0.26
C 0.26 -1.89 4.04  -0.05
C 1.22 -2.84 4.33  -0.69
Cl 1.49 -3.28 5.99  0.63
N -0.95 -0.49 2.42  -0.08
C -1.60 0.21 3.36  -0.49
O -1.53 0.14 4.59  0.00
C -2.61 1.22 2.83  -0.18
C -3.55 1.72 3.73  0.00
C -4.50 2.62 3.29  -0.06
C -4.48 3.02 1.96  -0.06
C -3.51 2.49 1.14  -0.14
N -2.59 1.62 1.55  0.01
H 2.30 -3.46 1.21  0.09
H 2.49 -2.59 -2.90  0.11
H 1.84 -1.98 -5.24  0.10
H -0.17 -0.51 -5.56  0.10
H -1.39 0.27 -3.54  0.10
H -0.29 -1.43 4.84  0.09
H -3.50 1.37 4.76  0.11
H -5.24 3.01 3.97  0.10
H -5.22 3.71 1.57  0.10
H -3.47 2.76 0.09  0.11
Se 1.77 1.05 1.45  1.23
N 1.25 1.50 -0.19  -0.31
C 2.33 1.51 -0.95  -0.38
C 2.33 1.76 -2.35  -0.03
C 3.52 1.71 -3.01  -0.07
C 4.74 1.43 -2.34  -0.08
C 4.78 1.19 -1.00  -0.02
C 3.57 1.22 -0.27  -0.38
N 3.46 0.97 1.02  -0.19
H 1.40 1.96 -2.85  0.11
H 3.54 1.88 -4.08  0.10
H 5.66 1.40 -2.92  0.10
H 5.70 0.96 -0.48  0.12
N -6.13 1.97 -3.61  0.05
C -5.44 1.08 -3.32  -0.45
N -4.70 0.02 -3.06  0.04
C -3.89 0.05 -2.06  -0.41
N -3.13 0.00 -1.17  -0.01



The following is a DFT calculation (ωB97M-V/def2-TZVPD) of a molecular structure, C26H14Cl3N3O8Ru.

Properties
Gap between HOMO and LUMO (alpha / beta) in eV: 7.206 / 7.422
Relative energy (zero: lowest compared OMol25 entry of this formula, charge and spin) in kJ/mol: 0.0
Multiplicity: 2
Net charge: -1
E_tot in hartree: -3240.80445
<S²>: 0.7942
Largest force on an atom in hartree/bohr: 0.006

Each line ends with the Löwdin charge.
Positions of all 55 atoms, in Å:
Ru -0.19 0.85 0.74  1.42
Cl 5.92 -1.58 -2.03  0.63
C 4.68 -0.67 -1.21  -0.68
C 3.79 0.09 -1.94  -0.15
C 2.81 0.80 -1.27  -0.59
Cl 1.70 1.76 -2.20  0.72
C 2.65 0.76 0.13  -0.50
O 1.72 1.43 0.76  -0.30
C 3.60 -0.02 0.81  -0.60
Cl 3.46 -0.13 2.54  0.70
C 4.60 -0.73 0.17  -0.15
H 3.85 0.14 -3.01  0.10
H 5.29 -1.33 0.75  0.10
O -4.28 0.87 0.42  0.05
C -3.17 1.13 0.85  -0.58
O -2.13 0.39 0.58  -0.21
C -3.02 2.32 1.78  -0.04
C -4.18 2.76 2.37  0.07
C -4.17 3.82 3.26  -0.14
C -2.99 4.48 3.56  0.07
C -1.84 4.07 2.94  -0.06
C -1.78 2.96 2.05  -0.27
O -0.64 2.59 1.56  -0.21
N -0.63 4.86 3.24  -0.35
O 0.16 5.07 2.36  0.11
O -0.52 5.28 4.39  0.06
N -5.40 4.26 3.90  -0.36
O -6.43 3.66 3.63  0.07
O -5.35 5.21 4.66  0.06
H -5.11 2.26 2.12  0.13
H -2.97 5.30 4.26  0.13
N 0.16 -0.62 -0.20  -0.04
C 0.27 -1.62 -0.95  -0.25
C 0.73 -2.92 -0.39  -0.15
C 0.37 -4.11 -1.01  -0.03
C 0.79 -5.32 -0.47  -0.08
C 1.56 -5.35 0.68  -0.09
C 1.92 -4.15 1.30  -0.07
C 1.50 -2.94 0.77  -0.02
C -0.01 -1.44 -2.40  -0.19
C -1.12 -0.69 -2.79  -0.02
C -1.36 -0.46 -4.13  -0.07
C -0.49 -0.97 -5.09  -0.09
C 0.61 -1.72 -4.71  -0.08
C 0.85 -1.96 -3.36  -0.04
H -0.23 -4.10 -1.90  0.12
H 0.50 -6.25 -0.95  0.10
H 1.89 -6.29 1.10  0.10
H 2.52 -4.16 2.20  0.10
H 1.77 -2.01 1.25  0.08
H -1.78 -0.30 -2.03  0.11
H -2.22 0.12 -4.43  0.10
H -0.67 -0.78 -6.14  0.10
H 1.29 -2.11 -5.45  0.10
H 1.71 -2.53 -3.05  0.12



The following is a DFT calculation (ωB97M-V/def2-TZVPD) of a molecular structure, C26H16CuF3N3O2S3.

Properties
Gap between HOMO and LUMO (alpha / beta) in eV: 3.587 / 4.373
Multiplicity: 2
Net charge: -2
E_tot in hartree: -4449.75568
<S²>: 0.8096
Largest force on an atom in hartree/bohr: 0.011

Each line ends with the Löwdin charge.
Positions of all 54 atoms, in Å:
Cu -1.30 2.72 -1.41  0.20
C 8.04 0.05 4.56  -0.14
O 6.65 -0.01 4.59  -0.12
C 6.04 -0.62 3.49  -0.31
C 4.66 -0.46 3.37  -0.04
C 3.96 -1.03 2.32  -0.05
C 4.62 -1.79 1.32  -0.36
C 6.02 -1.93 1.48  -0.06
C 6.71 -1.36 2.53  -0.07
N 4.02 -2.49 0.31  -0.04
N 2.78 -2.21 -0.10  -0.02
C 2.35 -0.92 -0.25  -0.30
C 3.13 0.24 -0.33  -0.05
C 2.59 1.50 -0.62  -0.02
C 1.23 1.72 -0.85  -0.40
O 0.69 2.87 -1.12  -0.18
C 0.41 0.54 -0.79  -0.14
N -0.92 0.73 -1.03  0.06
C -1.73 -0.30 -1.03  -0.13
C -1.29 -1.61 -0.78  -0.07
C 0.04 -1.82 -0.51  -0.02
C 0.94 -0.74 -0.51  -0.10
H 8.35 0.66 5.42  0.08
H 8.41 0.52 3.64  0.09
H 8.50 -0.94 4.65  0.08
H 4.14 0.11 4.13  0.11
H 2.89 -0.89 2.26  0.10
H 6.54 -2.52 0.73  0.09
H 7.79 -1.51 2.59  0.08
H 4.20 0.16 -0.18  0.10
H 3.25 2.36 -0.67  0.10
H -2.77 -0.09 -1.24  0.07
H -2.01 -2.42 -0.79  0.09
H 0.44 -2.80 -0.30  0.10
S -2.94 7.09 -1.17  0.38
C -2.62 5.46 -1.36  -1.68
S -1.64 4.71 -2.50  0.61
S -3.46 4.42 -0.21  0.80
F -9.03 -1.99 -1.93  0.11
C -7.78 -2.29 -2.37  -0.57
F -7.91 -2.54 -3.69  0.12
F -7.47 -3.47 -1.79  0.12
C -6.79 -1.21 -2.07  -0.15
C -6.46 -0.27 -3.04  -0.02
C -5.58 0.75 -2.74  -0.01
C -5.01 0.86 -1.46  -0.25
C -5.36 -0.11 -0.50  -0.03
C -6.24 -1.12 -0.80  -0.02
C -4.13 1.92 -1.16  -0.08
C -3.33 2.84 -0.98  -0.52
H -6.88 -0.34 -4.04  0.11
H -5.31 1.48 -3.49  0.12
H -4.91 -0.04 0.49  0.12
H -6.49 -1.86 -0.05  0.12